Record 1
Below is 3 unconnected molecules or ions with the total composition C18H40N3O8, with properties calculated with ωB97M-V/def2-TZVPD.

```
! wB97M-V def2-TZVPD RIJCOSX def2/J DEFGRID3
* xyz 1 1
N -6.65634 2.08952 0.24621
C -6.83911 1.47080 1.42954
N -6.17198 0.16917 1.66000
C -5.90913 0.25444 3.14374
C -4.58079 0.99661 3.56130
C -3.33739 -0.07101 3.17519
C -3.42158 -1.50309 3.98050
O -3.76381 -1.29166 2.45353
C -7.09845 1.13807 3.74515
N -7.64485 1.85633 2.54605
O -7.83510 3.21493 2.68145
H -6.12922 2.96097 0.13039
H -7.14353 1.71659 -0.57659
H -6.97773 -0.46251 1.49794
H -5.98447 -0.82051 3.48450
H -4.51990 1.15848 4.66891
H -4.31690 1.88736 2.92788
H -2.27905 0.37593 2.97972
H -4.32346 -1.52962 4.64437
H -2.77484 -2.36116 3.67861
H -6.60592 1.86379 4.46023
H -7.84963 0.43325 4.19050
H -6.99652 3.64303 2.41532
C 4.35441 -1.03822 5.30586
O 3.61906 -1.27764 4.12060
C 2.34375 -1.85015 4.36743
C 1.31204 -1.33781 3.37500
O 0.89621 0.01109 3.60575
C 1.85243 1.03274 3.31693
C 2.13450 1.21668 1.83141
O 2.96207 0.17029 1.34150
C 2.68032 -0.16556 -0.00379
H 4.65477 -1.98482 5.76556
H 5.24776 -0.47147 5.04172
H 3.77011 -0.44383 6.01570
H 2.00374 -1.62641 5.38565
H 2.44168 -2.93685 4.25997
H 0.40595 -1.93958 3.49120
H 1.63870 -1.47076 2.34293
H 2.76809 0.88586 3.88805
H 1.40164 1.95904 3.68521
H 2.67380 2.15914 1.67868
H 1.18576 1.25641 1.28515
H 1.61564 -0.39094 -0.13306
H 3.24809 -1.06275 -0.25353
H 2.98093 0.64627 -0.67201
C 3.50564 2.36835 -6.94224
O 2.77398 1.22692 -6.53862
C 2.58709 0.28979 -7.59072
C 2.62665 -1.13785 -7.06847
O 3.93324 -1.59691 -6.71772
C 4.52144 -1.03425 -5.54551
C 3.86225 -1.47789 -4.24589
O 2.61797 -0.81218 -4.05574
C 1.66720 -1.61349 -3.38403
H 2.91454 2.97404 -7.63647
H 3.72798 2.96033 -6.05354
H 4.45395 2.08111 -7.40725
H 3.35551 0.40956 -8.36332
H 1.60509 0.48533 -8.03768
H 2.29916 -1.79933 -7.87509
H 1.92855 -1.28922 -6.24403
H 4.58262 0.05100 -5.61881
H 5.55060 -1.40401 -5.53632
H 4.50872 -1.20982 -3.40149
H 3.72846 -2.56440 -4.26134
H 1.54366 -2.57680 -3.89049
H 0.70852 -1.09322 -3.40883
H 1.96542 -1.76749 -2.34277
*
```

Electronic energy = -1475.40781 hartree
Gap between HOMO and LUMO = 4.758 eV



Record 2
Below is a molecular structure, C36H41ClHgN11O5SSe2Te2, with properties calculated with ωB97M-V/def2-TZVPD.

```
! wB97M-V def2-TZVPD RIJCOSX def2/J DEFGRID3
* xyz -2 2
Hg 0.47964 -1.12156 -1.67387
C -5.83938 -5.19028 -1.77424
C -4.60936 -4.64072 -1.10544
C -4.38895 -3.26949 -1.04015
C -3.25774 -2.75548 -0.42564
C -2.32018 -3.63045 0.09397
C -2.51395 -5.00154 0.03266
C -3.66854 -5.50075 -0.54331
S -0.80744 -3.00599 0.79514
O -0.36556 -3.93483 1.81479
O -1.07221 -1.66120 1.27179
N 0.17492 -2.87931 -0.45347
C 1.18737 -3.71370 -0.85231
C 1.63365 -4.86733 -0.17610
C 2.71191 -5.55126 -0.68936
C 3.32287 -5.12390 -1.86492
C 2.80912 -4.00004 -2.48113
N 1.77897 -3.31589 -2.00315
H -6.50951 -4.38192 -2.06172
H -6.37060 -5.88089 -1.11629
H -5.56779 -5.73293 -2.68129
H -5.10273 -2.59263 -1.49206
H -3.07327 -1.69111 -0.37015
H -1.75532 -5.65386 0.44591
H -3.83225 -6.57195 -0.57184
H 1.14861 -5.15714 0.74267
H 3.08680 -6.43378 -0.18296
H 4.16962 -5.64116 -2.29486
H 3.22750 -3.61064 -3.40458
N 1.61701 -0.86403 1.51686
C 2.73000 -0.89575 0.73833
N 3.86536 -1.01176 1.44804
C 4.96975 -0.92207 0.71285
N 6.16676 -1.04254 1.40065
N 5.03222 -0.77163 -0.57942
C 3.84325 -0.69849 -1.25786
N 2.61326 -0.73140 -0.57676
C 4.01243 -0.60719 -2.66401
C 5.34067 -0.70995 -3.17878
C 5.58060 -0.65229 -4.51812
C 4.49064 -0.47980 -5.38567
C 3.23743 -0.39595 -4.81852
N 2.96248 -0.45146 -3.51466
H 1.76063 -1.26772 2.42636
H 0.70948 -1.05014 1.11517
H 6.10190 -0.78530 2.37154
H 6.95582 -0.67223 0.89773
H 6.12939 -0.85740 -2.45696
H 6.58634 -0.73684 -4.91534
H 4.60805 -0.41657 -6.45775
H 2.39066 -0.27631 -5.48928
Se -0.43156 0.19370 -3.69792
Te -1.38017 1.14973 -5.69948
Te -1.85816 -2.74142 -5.63066
Se -0.37568 -2.07290 -3.74034
O -1.66004 -0.37156 -1.45892
O -1.91408 0.38345 -2.65348
C -2.06461 6.84015 1.96303
C -1.66758 5.64691 1.07374
C -0.13719 5.61376 1.00676
C -2.25070 5.92995 -0.31816
C -2.26571 4.31493 1.64702
O -3.66644 4.51928 1.89856
C -1.63384 3.91266 3.00576
C -0.33180 3.09446 3.02665
C -0.41480 1.73441 3.68815
C 0.75814 1.18974 4.20531
C 0.77865 -0.06445 4.79112
C -0.39635 -0.79339 4.86394
Cl -0.38395 -2.36905 5.58603
C -1.57482 -0.28244 4.35496
C -1.57611 0.97601 3.76983
C -2.35015 3.10586 0.65491
N -1.22397 2.68347 -0.14990
C -0.53612 1.53084 -0.05595
N 0.35651 1.45565 -1.02145
C 0.13138 2.58038 -1.74041
N -0.80045 3.35571 -1.24712
H -1.53470 7.72526 1.61036
H -1.79943 6.69911 3.01295
H -3.13292 7.05156 1.89079
H 0.22085 6.52582 0.52591
H 0.22557 4.77855 0.41639
H 0.30410 5.56182 2.00380
H -1.98209 6.94209 -0.62891
H -3.33884 5.85490 -0.29036
H -1.86321 5.23475 -1.05370
H -3.75001 5.18970 2.58311
H -2.40682 3.35820 3.54003
H -1.47554 4.82801 3.58091
H 0.44540 3.65945 3.54565
H 0.03792 2.94165 2.01409
H 1.68295 1.74814 4.13061
H 1.70120 -0.47366 5.18028
H -2.48369 -0.86491 4.40217
H -2.51159 1.34080 3.36618
H -3.17628 3.33132 -0.02054
H -2.63387 2.23327 1.24467
H -0.71245 0.79173 0.70818
H 0.67277 2.83516 -2.63710
*
```

Electronic energy = -8725.59726 hartree
Gap between HOMO and LUMO (spin up / spin down) = 3.805 / 4.967 eV



Record 3
Below is a molecular structure, C3H3BrS, with properties calculated with ωB97M-V/def2-TZVPD.

```
! wB97M-V def2-TZVPD RIJCOSX def2/J DEFGRID3
* xyz 0 1
C -0.08354 -0.50343 -0.34248
C 1.13194 -0.84461 0.08581
C 0.32942 0.18038 0.90513
S -2.14501 -0.22932 -1.51728
Br -1.72148 1.84844 -1.89821
H 1.93601 -1.53278 0.02452
H -0.12471 -0.12401 1.84226
H 0.67738 1.20534 0.90025
*
```

Electronic energy = -3088.12977 hartree
Gap between HOMO and LUMO = 7.884 eV